No. 1
The following is a DFT calculation (ωB97M-V/def2-TZVPD) of a 11-piece molecular cluster, C41H68N8O9 overall at a distorted geometry.

Properties
**SMILES**: O=C1OCCO1.O=C1OCCO1.O=C1OCCO1.CCCC#N.CCCC#N.CCCC#N.CCCC#N.CCCC#N.CCCC#N.CCCC#N.CCCC#N
**Strongest force on any atom**: 0.082 Eh/bohr
**Energy relative to the best compared isomer or geometry (same formula, charge and spin)**: 0.00 kJ/mol
**Energy**: -73966.70540 eV

```
! RIJCOSX wB97M-V def2-TZVPD def2/J DEFGRID3
* xyz 0 1
C -3.92 -3.19 -2.89
C -3.42 -2.10 -3.85
C -4.00 -0.74 -3.44
C -3.33 -0.23 -2.30
N -2.79 0.23 -1.40
H -3.53 -2.99 -1.93
H -3.52 -4.16 -3.26
H -5.00 -3.14 -2.79
H -3.78 -2.27 -4.86
H -2.29 -2.10 -3.87
H -5.02 -1.04 -3.18
H -3.92 0.09 -4.19
C 4.91 1.73 -1.04
C 4.26 2.98 -1.59
C 3.21 3.64 -0.72
C 1.92 3.02 -0.98
N 0.96 2.46 -1.27
H 5.39 1.21 -1.84
H 4.14 1.11 -0.53
H 5.66 2.06 -0.28
H 3.87 2.82 -2.61
H 5.00 3.78 -1.60
H 3.11 4.68 -0.91
H 3.48 3.53 0.35
C -1.56 0.40 5.67
C -0.27 -0.19 4.97
C -0.54 -0.99 3.65
C -1.57 -2.01 3.66
N -2.38 -2.84 3.58
H -2.15 1.09 5.07
H -1.27 0.83 6.62
H -2.16 -0.46 5.84
H 0.16 -0.83 5.70
H 0.50 0.51 4.70
H 0.34 -1.45 3.21
H -0.93 -0.25 2.95
C 3.59 -4.43 -5.00
C 3.34 -4.04 -3.56
C 2.04 -4.58 -2.97
C 0.90 -3.86 -3.52
N -0.01 -3.33 -4.06
H 3.75 -5.48 -5.19
H 4.48 -3.92 -5.43
H 2.68 -4.19 -5.57
H 3.37 -2.95 -3.58
H 4.14 -4.40 -2.90
H 2.03 -4.49 -1.87
H 1.99 -5.61 -3.32
C 6.24 -0.67 3.10
C 5.19 0.28 2.61
C 4.44 1.02 3.77
C 3.73 0.12 4.69
N 3.27 -0.58 5.48
H 7.18 -0.18 3.40
H 6.46 -1.43 2.36
H 5.84 -1.27 3.93
H 4.40 -0.15 1.99
H 5.64 1.12 2.10
H 3.65 1.65 3.40
H 5.09 1.73 4.34
C -5.47 5.19 0.72
C -5.92 3.82 0.22
C -4.76 2.94 -0.27
C -3.81 2.70 0.83
N -3.05 2.66 1.71
H -6.37 5.70 1.16
H -5.07 5.82 -0.09
H -4.68 5.14 1.46
H -6.75 3.80 -0.52
H -6.45 3.34 1.07
H -4.18 3.43 -1.08
H -5.10 1.89 -0.56
C -2.03 2.36 -4.26
C -0.83 1.42 -4.20
C 0.04 1.39 -5.48
C 0.55 2.67 -6.01
N 0.97 3.68 -6.33
H -2.71 2.04 -5.08
H -1.77 3.41 -4.29
H -2.56 2.21 -3.33
H -1.10 0.38 -4.01
H -0.15 1.70 -3.35
H -0.51 0.91 -6.34
H 0.93 0.71 -5.36
C -1.18 -2.59 0.06
C -0.13 -1.88 -0.80
C 0.21 -0.43 -0.31
C 1.22 -0.32 0.73
N 2.14 -0.26 1.45
H -1.54 -3.49 -0.46
H -2.08 -1.95 0.18
H -0.79 -2.90 1.02
H -0.57 -1.83 -1.77
H 0.77 -2.49 -0.83
H -0.64 0.15 0.02
H 0.65 0.07 -1.19
C -0.13 4.54 3.06
C 0.16 3.07 2.77
O 1.65 3.02 2.88
C 2.12 4.23 2.86
O 3.29 4.57 2.62
O 1.17 5.18 3.03
H -0.71 4.65 3.98
H -0.79 4.94 2.28
H -0.06 2.74 1.74
H -0.17 2.33 3.52
C -4.86 -2.18 1.57
C -4.68 -0.72 2.04
O -5.29 0.03 1.03
C -5.66 -0.76 0.02
O -6.12 -0.36 -1.00
O -5.42 -2.03 0.28
H -5.55 -2.69 2.28
H -3.89 -2.68 1.54
H -3.67 -0.38 2.21
H -5.23 -0.43 2.93
C 4.14 -3.04 1.03
C 3.54 -3.15 2.43
O 2.23 -3.63 2.16
C 2.17 -4.11 0.93
O 1.31 -4.80 0.45
O 3.21 -3.68 0.20
H 5.02 -3.65 0.96
H 4.43 -2.03 0.68
H 3.47 -2.16 2.86
H 4.11 -3.81 3.09
*
```

Mulliken atomic charge list, values in e, 6 entries: -0.9415, -0.3864, -0.4885, 0.0209, -0.0859, 0.0084



No. 2
The following is a DFT calculation (ωB97M-V/def2-TZVPD) of C41H69BCl5F3IN4O8 as an isolated structure at a distorted geometry.

Properties
**Expectation value of S²**: 2.010
**Strongest force on any atom**: 0.192 Eh/bohr
**Energy**: -145488.37687 eV

```
! RIJCOSX wB97M-V def2-TZVPD def2/J DEFGRID3
* xyz 1 3
C 2.54 -0.97 -1.02
B 1.25 0.03 -0.88
O 1.82 1.29 -0.28
C -0.30 -0.17 -1.50
C -0.42 1.37 -2.12
C 0.77 2.02 -2.99
F -1.66 1.74 -2.83
C -0.42 -1.33 -2.73
C 0.69 -1.17 -3.91
C 0.40 -0.23 -5.24
F 0.08 -1.05 -6.47
C -1.94 -1.33 -3.31
C -2.53 -1.00 -4.72
O -2.94 0.27 -5.01
Cl -2.94 -2.09 -6.20
N -0.26 -2.75 -2.15
C -0.13 -3.84 -3.16
Cl -1.41 -4.50 -4.39
C 1.15 -4.62 -3.42
C 1.26 -5.84 -4.56
Cl 2.77 -4.32 -2.59
C -0.86 -3.08 -0.84
C 0.24 -3.85 0.07
C 1.44 -3.34 0.94
O 1.52 -2.85 2.21
F 2.87 -3.62 0.52
C -1.95 -4.34 -1.08
C -1.56 -5.87 -1.25
O -0.64 -6.70 -0.82
I -3.04 -7.13 -2.39
C -1.72 -1.86 -0.06
Cl -3.59 -2.01 -0.49
C -1.89 -2.34 1.48
C -2.84 -1.56 2.56
O -2.71 -2.27 3.86
N -1.22 -0.43 -0.30
Cl -0.15 -0.37 1.12
C -2.27 0.56 0.00
C -2.18 2.03 0.59
C -0.95 2.63 1.46
O -3.39 2.46 1.40
H 3.23 -1.02 -0.06
H 3.20 -0.54 -1.91
H 2.11 -1.98 -1.37
H 2.58 1.58 -0.89
H -0.38 2.16 -1.21
H 1.64 1.37 -3.40
H 0.31 2.52 -3.98
H 1.33 2.95 -2.49
H 1.77 -0.77 -3.58
H 1.04 -2.12 -4.51
H 1.40 0.34 -5.57
H -0.37 0.64 -5.07
H -2.53 -0.58 -2.58
H -2.49 -2.36 -3.03
H 0.94 -5.46 -5.65
H 2.36 -6.25 -4.69
H 0.61 -6.74 -4.18
H -0.37 -4.56 0.82
H 0.77 -4.62 -0.68
H -2.69 -4.51 -0.16
H -2.71 -4.14 -1.96
H -2.54 -3.35 1.50
H -0.99 -2.69 2.12
H -2.47 -0.44 2.76
H -3.97 -1.47 2.27
H -2.92 -1.54 4.54
H -3.13 0.20 0.75
H -2.97 0.69 -0.97
H -2.26 2.80 -0.34
H -1.29 3.72 1.83
H 0.05 2.84 0.84
H -0.72 2.05 2.47
H -3.06 2.29 2.35
C -6.02 6.69 4.91
C -5.61 5.38 4.18
C -6.54 5.14 2.95
C -7.94 4.66 3.33
C -7.88 3.45 4.26
C -6.98 3.67 5.50
N -5.63 4.23 5.15
O -4.87 3.19 4.60
C -7.70 4.62 6.50
C -6.89 2.33 6.29
C -4.18 5.68 3.63
H -5.47 7.56 4.53
H -7.08 6.93 4.79
H -5.80 6.64 5.98
H -6.10 4.39 2.29
H -6.63 6.06 2.36
H -8.51 5.47 3.81
H -8.49 4.40 2.43
H -8.90 3.18 4.57
H -7.51 2.59 3.68
H -7.05 4.88 7.34
H -8.60 4.15 6.91
H -8.05 5.55 6.04
H -6.50 1.50 5.68
H -7.88 2.00 6.64
H -6.24 2.43 7.17
H -3.47 5.86 4.45
H -4.18 6.58 3.00
H -3.78 4.88 3.00
C 9.23 0.47 -2.09
C 8.04 0.17 -1.14
C 8.57 -0.41 0.20
C 9.04 -1.86 0.09
C 7.96 -2.74 -0.54
C 7.44 -2.19 -1.89
N 7.07 -0.74 -1.82
O 5.84 -0.65 -1.14
C 8.52 -2.41 -2.99
C 6.25 -3.09 -2.36
C 7.44 1.59 -0.83
H 9.61 1.50 -1.98
H 10.09 -0.18 -1.91
H 8.94 0.37 -3.15
H 7.79 -0.36 0.97
H 9.40 0.20 0.58
H 9.96 -1.92 -0.49
H 9.28 -2.24 1.09
H 8.36 -3.75 -0.67
H 7.13 -2.83 0.18
H 8.22 -1.94 -3.93
H 8.67 -3.48 -3.18
H 9.50 -2.02 -2.72
H 5.44 -3.15 -1.63
H 6.58 -4.13 -2.52
H 5.84 -2.73 -3.31
H 7.05 2.05 -1.74
H 8.21 2.26 -0.43
H 6.64 1.56 -0.09
*
```

Mulliken atomic charge list, values in e, 6 entries: -0.3141, -0.2257, -0.5783, 0.3027, 0.4645, -1.1219



No. 3
The following is a DFT calculation (ωB97M-V/def2-TZVPD) of C41H69BCsF4N2O4P3SSi as an isolated structure at a distorted geometry.

Properties
**Strongest force on any atom**: 0.029 Eh/bohr
**Energy relative to the best compared isomer or geometry (same formula, charge and spin)**: 0.00 kJ/mol
**Energy**: -113491.14762 eV

```
! RIJCOSX wB97M-V def2-TZVPD def2/J DEFGRID3
* xyz -2 1
Cs -0.43 0.26 -0.05
C -3.36 -3.13 -0.52
C -2.05 -3.92 -0.37
C -2.30 -5.42 -0.45
P -1.09 -3.13 1.03
C -2.18 -3.21 2.54
C -1.31 -2.80 3.73
C -3.02 -4.43 2.89
C 0.28 -4.34 1.35
C -0.02 -5.66 1.73
C 0.98 -6.61 1.89
C 2.30 -6.24 1.65
C 2.60 -4.93 1.31
C 1.62 -3.93 1.18
Si 2.04 -2.05 0.80
C 3.84 -2.18 0.07
C 4.93 -2.70 0.78
C 6.19 -2.82 0.22
C 6.40 -2.38 -1.08
C 5.35 -1.82 -1.79
C 4.07 -1.71 -1.24
P 2.66 -0.91 -2.12
C 2.00 -2.30 -3.19
C 3.02 -3.37 -3.59
C 0.79 -2.96 -2.53
C 3.43 0.22 -3.42
C 4.30 1.26 -2.70
C 4.09 -0.29 -4.70
C 2.50 -1.45 2.59
C 2.28 -2.26 3.72
C 2.46 -1.81 5.02
C 2.87 -0.50 5.24
C 3.10 0.33 4.15
C 2.93 -0.12 2.84
P 3.17 1.02 1.41
C 4.96 1.59 1.54
C 5.90 0.43 1.22
C 5.43 2.30 2.80
C 2.36 2.59 2.02
C 0.85 2.42 2.20
C 2.67 3.74 1.06
H -3.89 -3.44 -1.42
H -3.17 -2.06 -0.60
H -4.03 -3.29 0.33
H -1.43 -3.66 -1.23
H -2.90 -5.79 0.39
H -1.37 -5.98 -0.47
H -2.85 -5.65 -1.37
H -2.87 -2.38 2.36
H -0.59 -3.59 3.98
H -1.92 -2.61 4.61
H -0.76 -1.88 3.51
H -2.41 -5.28 3.21
H -3.66 -4.76 2.07
H -3.68 -4.18 3.73
H -1.04 -5.95 1.88
H 0.72 -7.62 2.18
H 3.09 -6.98 1.74
H 3.64 -4.68 1.14
H 4.78 -2.99 1.82
H 7.01 -3.23 0.80
H 7.38 -2.46 -1.54
H 5.54 -1.47 -2.80
H 1.65 -1.78 -4.09
H 3.35 -3.93 -2.71
H 3.91 -2.94 -4.06
H 2.56 -4.08 -4.29
H 1.09 -3.52 -1.64
H 0.33 -3.67 -3.23
H 0.04 -2.24 -2.23
H 2.52 0.74 -3.74
H 5.26 0.84 -2.41
H 3.80 1.62 -1.80
H 4.49 2.12 -3.36
H 5.07 -0.75 -4.52
H 4.26 0.55 -5.38
H 3.46 -1.01 -5.22
H 1.94 -3.28 3.57
H 2.26 -2.47 5.85
H 2.99 -0.12 6.25
H 3.39 1.36 4.34
H 5.03 2.30 0.70
H 5.84 -0.33 2.01
H 6.93 0.78 1.16
H 5.64 -0.05 0.28
H 5.46 1.61 3.65
H 4.80 3.16 3.07
H 6.45 2.68 2.65
H 2.77 2.85 3.00
H 0.34 2.22 1.26
H 0.41 3.33 2.62
H 0.62 1.61 2.89
H 2.38 3.48 0.04
H 3.73 4.00 1.05
H 2.10 4.63 1.34
O -0.12 2.26 -4.08
H 0.12 2.71 -3.26
H -1.04 2.54 -4.24
O -2.40 0.14 -2.72
H -3.14 0.75 -2.59
H -1.84 0.61 -3.36
O -0.42 0.64 5.24
H 0.37 0.10 5.09
H -0.94 0.55 4.40
O -4.15 0.45 2.99
S -3.02 0.46 2.04
N -1.62 0.37 2.47
F -4.28 4.54 -3.41
B -3.60 3.33 -3.25
F -4.49 2.31 -2.87
F -2.97 2.96 -4.47
F -2.60 3.47 -2.26
C -2.17 4.93 0.42
C -1.12 5.69 -0.40
C -1.79 6.55 -1.48
C -0.25 6.56 0.52
C -0.25 4.70 -1.05
N 0.43 3.93 -1.57
H -2.83 5.65 0.91
H -1.70 4.30 1.18
H -2.77 4.30 -0.24
H -2.45 7.27 -0.99
H -2.38 5.94 -2.16
H -1.04 7.10 -2.05
H -0.88 7.30 1.01
H 0.52 7.08 -0.05
H 0.24 5.95 1.28
*
```

Mulliken atomic charge list, values in e, 6 entries: 2.5629, -1.5546, 1.2181, -1.6274, 1.4847, 0.6380